Molecular formula: C46H95IN3O21S6
Method: DFT, the ωB97M-V functional and the def2-TZVPD basis

Geometry (Å):
C (4.317, -0.520, 1.042)
C (3.674, -1.718, 0.948)
C (4.239, -2.850, 0.182)
O (5.445, -2.991, 0.042)
O (3.313, -3.680, -0.349)
C (3.901, -4.599, -1.292)
C (2.794, -5.334, -2.034)
C (2.201, -6.500, -1.192)
C (0.662, -6.443, -1.257)
C (0.111, -5.375, -0.294)
C (-1.439, -5.356, -0.342)
C (-2.095, -4.040, -0.836)
C (-1.806, -3.968, -2.352)
I (-3.456, -4.888, -3.401)
N (-1.366, -2.644, -2.919)
C (-2.420, -1.651, -3.389)
C (-2.081, -0.180, -3.094)
C (-2.521, -1.741, -4.937)
C (-3.856, -1.228, -5.477)
C (-5.037, -2.195, -5.366)
C (-0.309, -2.119, -2.008)
C (-0.765, -1.793, -0.586)
N (0.482, -1.584, 0.158)
C (-1.806, -2.756, 0.039)
C (-3.138, -1.937, 0.042)
C (-3.133, -0.783, 1.079)
C (-3.667, 0.556, 0.522)
C (-2.590, 1.654, 0.425)
O (-3.086, 2.827, 1.072)
C (-1.589, -3.236, 1.473)
C (-2.688, -3.638, 2.227)
C (-2.524, -4.098, 3.506)
N (-1.382, -4.233, 4.201)
C (-0.353, -3.877, 3.431)
C (-0.383, -3.400, 2.138)
H (5.299, -0.486, 1.507)
H (3.829, 0.372, 0.659)
H (2.718, -1.866, 1.453)
H (4.498, -5.329, -0.750)
H (4.497, -4.037, -2.008)
H (1.976, -4.632, -2.226)
H (3.127, -5.728, -2.992)
H (2.516, -6.411, -0.153)
H (2.533, -7.459, -1.586)
H (0.289, -7.399, -0.880)
H (0.298, -6.310, -2.279)
H (0.390, -5.718, 0.703)
H (0.583, -4.396, -0.410)
H (-1.910, -5.711, 0.569)
H (-1.723, -6.095, -1.100)
H (-3.158, -4.230, -0.721)
H (-0.993, -4.653, -2.572)
H (-0.867, -2.893, -3.774)
H (-3.405, -1.826, -2.967)
H (-2.410, 0.137, -2.108)
H (-2.679, 0.414, -3.783)
H (-1.046, 0.087, -3.294)
H (-2.373, -2.763, -5.297)
H (-1.746, -1.080, -5.331)
H (-3.728, -1.002, -6.537)
H (-4.169, -0.290, -5.014)
H (-4.856, -3.145, -5.866)
H (-5.204, -2.421, -4.309)
H (-5.963, -1.731, -5.698)
H (0.416, -2.934, -1.897)
H (0.263, -1.311, -2.449)
H (-1.220, -0.800, -0.674)
H (1.126, -1.045, -0.411)
H (0.292, -1.042, 0.993)
H (-4.015, -2.570, 0.156)
H (-3.261, -1.432, -0.915)
H (-3.706, -1.092, 1.952)
H (-2.114, -0.628, 1.441)
H (-4.417, 0.936, 1.214)
H (-4.133, 0.445, -0.458)
H (-1.647, 1.338, 0.879)
H (-2.423, 1.903, -0.630)
H (-2.318, 3.301, 1.405)
H (-3.690, -3.606, 1.829)
H (-3.421, -4.396, 4.044)
H (0.628, -3.980, 3.893)
H (0.543, -3.177, 1.633)
O (-4.537, -3.170, 10.115)
S (-3.831, -2.037, 9.603)
O (-4.315, -1.330, 8.457)
O (-2.314, -2.446, 9.358)
C (-2.052, -3.613, 8.550)
C (-2.225, -3.341, 7.070)
C (-3.542, -0.888, 10.905)
H (-2.682, -4.443, 8.875)
H (-1.020, -3.891, 8.756)
H (-3.271, -3.149, 6.829)
H (-1.895, -4.196, 6.488)
H (-1.654, -2.461, 6.769)
H (-3.132, -1.420, 11.759)
H (-4.500, -0.440, 11.161)
H (-2.853, -0.125, 10.552)
O (4.406, 3.467, -0.329)
S (4.264, 4.122, -1.597)
O (3.224, 3.736, -2.506)
O (5.663, 4.066, -2.356)
C (6.295, 2.784, -2.518)
C (5.661, 1.965, -3.626)
C (4.208, 5.860, -1.359)
H (6.291, 2.242, -1.571)
H (7.334, 2.995, -2.766)
H (4.647, 1.665, -3.363)
H (6.247, 1.064, -3.811)
H (5.601, 2.546, -4.546)
H (5.025, 6.156, -0.705)
H (3.252, 6.098, -0.897)
H (4.288, 6.351, -2.327)
O (7.349, 9.964, -0.104)
S (7.149, 8.901, 0.831)
O (6.041, 8.006, 0.695)
O (7.151, 9.502, 2.303)
C (6.255, 10.597, 2.587)
C (4.824, 10.135, 2.775)
C (8.629, 7.961, 0.977)
H (6.330, 11.354, 1.804)
H (6.622, 11.047, 3.508)
H (4.404, 9.762, 1.841)
H (4.204, 10.963, 3.119)
H (4.774, 9.325, 3.503)
H (9.464, 8.641, 1.126)
H (8.753, 7.406, 0.050)
H (8.529, 7.276, 1.815)
O (2.604, 9.890, -3.599)
S (3.218, 8.950, -4.482)
O (4.230, 8.055, -4.009)
O (3.765, 9.720, -5.758)
C (4.637, 10.851, -5.542)
C (6.048, 10.429, -5.188)
C (1.972, 8.017, -5.305)
H (4.215, 11.508, -4.780)
H (4.641, 11.403, -6.480)
H (6.084, 9.951, -4.209)
H (6.706, 11.297, -5.165)
H (6.429, 9.712, -5.915)
H (1.227, 8.701, -5.702)
H (1.523, 7.354, -4.569)
H (2.435, 7.438, -6.099)
O (-4.852, 2.544, -4.771)
S (-5.931, 3.179, -5.476)
O (-6.066, 4.598, -5.493)
O (-7.303, 2.525, -5.009)
C (-7.591, 2.490, -3.595)
C (-8.051, 3.834, -3.068)
C (-5.960, 2.590, -7.135)
H (-6.722, 2.123, -3.045)
H (-8.385, 1.755, -3.474)
H (-7.245, 4.566, -3.096)
H (-8.387, 3.739, -2.035)
H (-8.868, 4.225, -3.674)
H (-5.900, 1.505, -7.126)
H (-5.097, 3.013, -7.644)
H (-6.878, 2.927, -7.609)
O (-2.477, -7.240, 6.457)
S (-1.917, -8.245, 5.607)
O (-2.735, -9.276, 5.051)
O (-0.674, -8.907, 6.344)
C (-0.879, -9.432, 7.674)
C (-1.588, -10.772, 7.660)
C (-1.014, -7.472, 4.309)
H (-1.415, -8.704, 8.284)
H (0.115, -9.545, 8.102)
H (-2.617, -10.671, 7.317)
H (-1.604, -11.199, 8.663)
H (-1.086, -11.465, 6.985)
H (-0.361, -6.718, 4.738)
H (-1.736, -7.009, 3.641)
H (-0.443, -8.229, 3.776)

LUMO (eV): -2.81
HOMO energy (Eh): -0.3927
Spin multiplicity: 1
Charge: +1
F_max (eV Å⁻¹): 3.20
E_tot (a.u.): -6240.43683

=====

Molecular formula: C4H13N3
Method: DFT, the ωB97M-V functional and the def2-TZVPD basis

Geometry (Å):
N (-0.705, 0.137, 3.379)
C (-0.457, -0.612, 2.150)
C (0.086, 0.300, 0.994)
N (-0.550, 0.078, -0.275)
C (0.051, -0.808, -1.257)
C (0.271, -0.134, -2.593)
N (1.135, 1.037, -2.472)
H (-0.786, -0.509, 4.152)
H (0.063, 0.755, 3.611)
H (0.314, -1.367, 2.305)
H (-1.373, -1.007, 1.773)
H (1.137, 0.045, 0.911)
H (0.046, 1.353, 1.274)
H (-1.552, 0.043, -0.183)
H (-0.447, -1.772, -1.319)
H (1.049, -0.979, -0.838)
H (-0.686, 0.227, -2.981)
H (0.651, -0.814, -3.356)
H (0.722, 1.888, -2.814)
H (2.098, 0.942, -2.749)

LUMO (alpha / beta) (eV): 3.90 / 4.28
HOMO energy (alpha / beta) (Eh): 0.0584 / -0.1713
Spin multiplicity: 2
Charge: -1
F_max (eV Å⁻¹): 1.86
Energy relative to the best compared isomer or geometry (same formula, charge and spin) (kcal per mole): 22.8
E_tot (a.u.): -324.37387

=====

Molecular formula: C3H4Br2I2
Method: DFT, the ωB97M-V functional and the def2-TZVPD basis

Geometry (Å):
C (-1.818, -0.319, -1.585)
C (1.422, 0.603, 1.368)
C (-2.293, 0.054, -0.423)
Br (3.048, 1.899, 1.581)
Br (1.680, -0.527, -0.124)
I (-3.531, 1.741, -0.257)
I (-1.942, -1.000, 1.401)
H (-1.316, -1.174, -1.731)
H (-2.134, 0.173, -2.612)
H (0.626, 1.216, 1.139)
H (1.492, -0.080, 2.300)

LUMO (eV): -0.32
HOMO energy (Eh): -0.3488
Spin multiplicity: 1
Charge: 0
F_max (eV Å⁻¹): 4.66
Energy relative to the best compared isomer or geometry (same formula, charge and spin) (kcal per mole): 33.7
E_tot (a.u.): -5860.05390

=====

Molecular formula: C25H31ClN2O5P2STeTi
Method: DFT, the ωB97M-V functional and the def2-TZVPD basis

Geometry (Å):
Ti (0.077, 0.039, 0.180)
C (-2.730, 0.151, 2.261)
C (-1.680, -0.787, 2.770)
C (-1.943, -1.355, 4.046)
C (-1.053, -2.198, 4.623)
C (0.109, -2.562, 3.909)
C (1.053, -3.478, 4.420)
C (2.131, -3.838, 3.659)
C (2.291, -3.318, 2.367)
C (1.390, -2.419, 1.840)
S (1.538, -1.837, 0.212)
C (0.291, -1.997, 2.631)
N (-0.573, -1.066, 2.107)
H (-3.699, -0.326, 2.403)
H (-2.618, 0.370, 1.208)
H (-2.685, 1.083, 2.826)
H (-2.866, -1.079, 4.537)
H (-1.228, -2.619, 5.606)
H (0.899, -3.885, 5.412)
H (2.865, -4.535, 4.043)
H (3.137, -3.622, 1.766)
C (-2.975, 2.120, -0.859)
P (-1.197, 1.937, -1.231)
C (-1.192, 1.713, -3.044)
C (-0.553, 3.635, -1.078)
H (-3.453, 2.861, -1.503)
H (-3.091, 2.424, 0.182)
H (-3.463, 1.153, -0.992)
H (-1.678, 2.551, -3.547)
H (-1.705, 0.785, -3.302)
H (-0.159, 1.622, -3.377)
H (-1.018, 4.305, -1.804)
H (0.526, 3.604, -1.235)
H (-0.733, 3.996, -0.068)
C (3.612, 0.063, -2.677)
C (3.962, 1.382, -2.025)
O (4.112, 1.227, -0.600)
P (2.885, 1.558, 0.376)
O (1.638, 1.118, -0.412)
Te (3.348, 0.728, 2.508)
O (2.745, 3.162, 0.305)
C (3.029, 4.049, 1.392)
C (2.447, 5.399, 1.045)
H (3.591, 0.181, -3.763)
H (2.633, -0.280, -2.348)
H (4.358, -0.691, -2.424)
H (3.201, 2.138, -2.233)
H (4.925, 1.759, -2.372)
H (4.111, 4.100, 1.534)
H (2.586, 3.642, 2.302)
H (2.990, 5.870, 0.224)
H (2.494, 6.057, 1.914)
H (1.403, 5.287, 0.756)
O (-3.364, -2.090, 0.579)
C (-2.625, -1.954, -0.399)
N (-1.580, -1.030, -0.520)
C (-0.947, -1.225, -1.717)
O (0.143, -0.533, -1.830)
C (-1.579, -2.231, -2.486)
C (-1.354, -2.805, -3.747)
C (-2.207, -3.795, -4.173)
C (-3.284, -4.238, -3.368)
C (-3.504, -3.690, -2.119)
C (-2.653, -2.687, -1.670)
H (-0.525, -2.475, -4.363)
H (-2.054, -4.254, -5.143)
H (-3.931, -5.024, -3.738)
H (-4.315, -4.032, -1.488)
Cl (-0.304, 1.887, 1.712)

LUMO (alpha / beta) (eV): 2.24 / 2.28
HOMO energy (alpha / beta) (Eh): -0.0985 / -0.1669
Spin multiplicity: 2
Charge: -1
F_max (eV Å⁻¹): 0.46
Energy relative to the best compared isomer or geometry (same formula, charge and spin) (kcal per mole): 40.4
E_tot (a.u.): -4115.91800

=====

Molecular formula: C3H7NO
Method: DFT, the ωB97M-V functional and the def2-TZVPD basis

Geometry (Å):
C (-0.909, -0.387, 0.819)
C (0.000, -0.082, -0.341)
N (-0.075, 1.297, -0.794)
C (1.458, -0.459, -0.031)
O (2.419, 0.230, -0.176)
H (-0.628, 0.138, 1.753)
H (-0.753, -1.407, 1.071)
H (-1.911, -0.084, 0.614)
H (-0.266, -0.790, -1.164)
H (-0.494, 1.891, -0.205)
H (-0.311, 1.252, -1.793)
H (1.470, -1.600, 0.247)

LUMO (eV): 0.87
HOMO energy (Eh): -0.3337
Spin multiplicity: 1
SMILES: C[C@@H](N)C=O
Charge: 0
F_max (eV Å⁻¹): 5.79
Energy relative to the best compared isomer or geometry (same formula, charge and spin) (kcal per mole): 40.2
E_tot (a.u.): -248.46237